The following is a quantum chemistry calculation of the ion C3H2NO2S2 with charge -1 in a non-equilibrium geometry, from OMol25.

maximum force = 0.05516 hartree/bohr
ΔE to the lowest compared entry with this formula, charge and spin = 79.5 kJ/mol
frontier orbital gap = 6.31 eV
highest occupied orbital energy = -0.1244 Ha
charge = -1
calculated total energy = -30399.1480 eV

Atoms and positions in Å:
C1 0.598 -0.885 -0.250
C2 -0.711 1.046 0.387
C3 1.278 0.192 0.170
N1 0.528 1.334 0.445
O1 3.564 -1.122 0.707
O2 3.500 0.454 -1.167
S1 -1.139 -0.510 -0.339
S2 3.132 0.254 0.261
H1 0.739 -1.914 -0.557
H2 -1.571 1.726 0.669

***

The following is a quantum chemistry calculation of a structure of composition C7H12O in a non-equilibrium geometry, from OMol25.

maximum force = 0.13718 hartree/bohr
ΔE to the lowest compared entry with this formula, charge and spin = 812.9 kJ/mol
frontier orbital gap = 10.41 eV
highest occupied orbital energy = -0.3458 Ha
calculated total energy = -9492.3937 eV

Atoms and positions in Å:
C1 1.572 -0.659 0.558
C2 0.269 -1.401 0.576
C3 -0.848 -0.199 0.871
C4 -1.890 -0.013 -0.406
C5 -1.209 1.390 -0.960
C6 0.201 0.979 -0.310
C7 1.813 0.664 -0.278
H1 1.596 -0.294 1.738
H2 2.384 -1.635 0.494
H3 0.269 -1.732 -0.567
H4 0.568 -2.324 1.123
H5 -1.367 -0.686 1.798
H6 -2.809 0.252 -0.079
H7 -1.529 -0.663 -1.244
H8 -1.542 1.621 -2.047
H9 -1.703 2.111 -0.542
H10 0.153 0.075 -0.739
H11 2.408 1.321 0.292
H12 1.769 0.246 -1.488
O1 -0.105 0.949 1.212

***

The following is a quantum chemistry calculation of a cluster of 8 separate species, C17H49Cl4O18P3 in total in a non-equilibrium geometry, from OMol25.

maximum force = 0.07957 hartree/bohr
SMILES string = COP(=O)(OC)OC.COP(=O)(OC)OC.COP(=O)(OC)OC.ClCCl.ClCCl.OCCO.OCCO.OCCO
frontier orbital gap = 10.34 eV
highest occupied orbital energy = -0.3678 Ha
calculated total energy = -133236.7745 eV

Atoms and positions in Å:
C1 -1.114 1.897 1.977
O1 -1.084 0.499 1.630
P1 -2.129 -0.187 0.636
O2 -1.781 -0.051 -0.810
O3 -2.360 -1.773 1.175
C2 -3.212 -2.681 0.570
O4 -3.505 0.571 1.070
C3 -4.522 0.704 0.083
H1 -0.117 2.272 1.748
H2 -1.259 1.885 3.057
H3 -1.778 2.530 1.387
H4 -2.711 -3.545 0.133
H5 -3.755 -2.152 -0.213
H6 -3.919 -3.141 1.260
H7 -4.408 -0.015 -0.728
H8 -4.382 1.635 -0.466
H9 -5.509 0.623 0.538
C4 4.584 10.187 5.806
O5 4.855 10.438 4.389
P2 4.071 9.539 3.315
O6 4.651 8.196 3.198
O7 4.025 10.439 1.973
C5 3.286 10.029 0.793
O8 2.552 9.594 3.792
C6 1.875 10.823 4.023
H10 3.846 9.413 6.017
H11 4.438 11.153 6.288
H12 5.565 9.920 6.201
H13 2.746 9.146 1.135
H14 3.965 9.717 -0.001
H15 2.474 10.672 0.454
H16 2.499 11.689 3.800
H17 1.524 10.840 5.055
H18 0.915 10.935 3.517
C7 5.291 -7.882 -2.209
O9 5.976 -8.192 -0.999
P3 5.530 -9.481 -0.115
O10 5.559 -10.723 -0.903
O11 4.020 -9.110 0.479
C8 3.835 -7.828 0.982
O12 6.513 -9.409 1.193
C9 7.708 -10.256 1.317
H19 4.784 -6.922 -2.114
H20 4.616 -8.651 -2.586
H21 6.016 -7.604 -2.975
H22 3.313 -7.930 1.934
H23 3.220 -7.274 0.274
H24 4.764 -7.272 1.110
H25 7.632 -10.708 2.306
H26 8.615 -9.652 1.331
H27 7.745 -11.000 0.522
C10 -7.916 -3.525 5.929
C11 -9.216 -3.259 5.138
O13 -10.348 -3.903 5.625
O14 -7.449 -4.777 5.856
H28 -8.086 -3.271 6.975
H29 -7.116 -2.911 5.518
H30 -9.135 -3.554 4.092
H31 -9.246 -2.184 4.959
H32 -10.076 -4.747 5.993
H33 -8.150 -5.355 6.164
C12 -0.765 -1.786 -7.078
C13 0.454 -1.050 -7.664
O15 0.774 0.152 -6.962
O16 -0.373 -2.416 -5.879
H34 -1.103 -2.471 -7.856
H35 -1.576 -1.065 -6.976
H36 0.215 -0.738 -8.681
H37 1.393 -1.602 -7.694
H38 0.739 0.011 -6.013
H39 -0.397 -1.799 -5.144
C14 -5.910 3.320 -9.491
C15 -5.192 3.998 -8.392
O17 -5.902 3.856 -7.148
O18 -6.060 1.866 -9.302
H40 -5.394 3.419 -10.446
H41 -6.906 3.762 -9.524
H42 -5.090 5.060 -8.612
H43 -4.201 3.548 -8.329
H44 -6.035 2.907 -7.102
H45 -6.516 1.474 -10.050
C16 5.802 1.750 -0.927
Cl1 5.254 -0.013 -1.154
Cl2 4.657 2.884 -1.636
H46 5.823 1.936 0.147
H47 6.760 1.849 -1.438
C17 2.026 -2.597 6.902
Cl3 3.630 -1.805 6.740
Cl4 2.077 -4.063 7.965
H48 1.286 -1.881 7.262
H49 1.805 -2.930 5.888

***

The following is a quantum chemistry calculation of a cluster of 2 separate species, CH7N4S in total in a non-equilibrium geometry, from OMol25.

maximum force = 0.04993 hartree/bohr
ΔE to the lowest compared entry with this formula, charge and spin = 232.8 kJ/mol
frontier orbital gap = 10.00 eV
highest occupied orbital energy = -0.4962 Ha
charge = +1
calculated total energy = -17936.4036 eV

Atoms and positions in Å:
C1 -0.221 1.224 -0.376
N1 0.376 1.379 -1.408
N2 -1.194 1.646 0.356
N3 0.199 -0.477 0.704
N4 -0.128 -1.449 -0.429
S1 1.768 -0.669 1.224
H1 1.313 1.148 -1.674
H2 -1.526 2.600 0.278
H3 0.600 -2.180 -0.508
H4 -0.179 -0.944 -1.332
H5 -1.049 -1.876 -0.244
H6 -1.447 1.125 1.185
H7 1.488 -1.528 2.225

***

The following is a quantum chemistry calculation of a structure of composition ClCu2F, from OMol25.

maximum force = 0.01593 hartree/bohr
spin multiplicity = 3
ΔE to the lowest compared entry with this formula, charge and spin = 0.0 kJ/mol
frontier orbital gap (alpha / beta) = 10.80 / 6.39 eV
highest occupied orbital energy (alpha / beta) = -0.7889 / -0.7744 Ha
charge = +2
calculated total energy = -104493.3637 eV

Atoms and positions in Å:
Cu1 -0.515 -2.907 0.256
Cu2 -0.730 1.856 -0.505
F1 0.978 1.835 0.900
Cl1 0.267 -0.784 -0.652

***

The following is a quantum chemistry calculation of a cluster of 2 separate species, C6H13NO in total in a non-equilibrium geometry, from OMol25.

maximum force = 0.07105 hartree/bohr
SMILES string = C=NC(=C)CCC.O
ΔE to the lowest compared entry with this formula, charge and spin = 311.6 kJ/mol
frontier orbital gap = 9.26 eV
highest occupied orbital energy = -0.3143 Ha
calculated total energy = -9967.9448 eV

Atoms and positions in Å:
C1 2.040 0.044 -1.213
C2 0.884 0.468 -0.253
C3 -0.038 -0.666 0.312
C4 -1.172 -0.892 -0.697
C5 -1.144 -1.427 -1.914
C6 -2.995 -0.088 0.704
N1 -2.234 -0.016 -0.336
H1 2.098 -1.044 -1.328
H2 2.037 0.533 -2.250
H3 2.957 0.441 -0.775
H4 1.416 0.997 0.647
H5 0.342 1.191 -0.758
H6 0.639 -1.504 0.376
H7 -0.518 -0.462 1.246
H8 -1.947 -1.263 -2.588
H9 -0.211 -1.894 -2.158
H10 -3.821 0.645 0.820
H11 -3.050 -0.922 1.413
H12 2.608 2.538 3.144
H13 3.243 2.225 1.773
O1 3.049 1.749 2.645

***

The following is a quantum chemistry calculation of a structure of composition C5H5NO in a non-equilibrium geometry, from OMol25.

maximum force = 0.04348 hartree/bohr
ΔE to the lowest compared entry with this formula, charge and spin = 361.9 kJ/mol
frontier orbital gap = 10.57 eV
highest occupied orbital energy = -0.3591 Ha
calculated total energy = -8799.6680 eV

Atoms and positions in Å:
N1 0.235 -2.725 1.344
C1 0.369 -1.920 0.526
C2 0.564 -0.808 -0.408
O1 -0.517 -0.553 -1.310
C3 -0.538 0.818 -0.920
C4 -0.926 0.921 0.505
C5 0.480 0.548 0.261
H1 1.472 -0.960 -1.000
H2 0.204 1.473 -1.347
H3 -1.116 1.921 0.871
H4 -1.558 0.135 0.904
H5 1.329 1.150 0.574

***

The following is a quantum chemistry calculation of a cluster of 2 separate species, C3H7N2O in total in a non-equilibrium geometry, from OMol25.

maximum force = 0.06963 hartree/bohr
ΔE to the lowest compared entry with this formula, charge and spin = 857.9 kJ/mol
frontier orbital gap (alpha / beta) = 10.55 / 9.27 eV
highest occupied orbital energy (alpha / beta) = -0.5476 / -0.5541 Ha
charge = +1
calculated total energy = -8237.2480 eV

Atoms and positions in Å:
C1 1.163 0.308 -0.703
C2 0.289 -0.965 -0.508
C3 -0.507 0.854 0.699
N1 0.669 1.330 0.131
N2 -0.961 -0.424 0.067
O1 0.482 0.750 1.499
H1 2.226 0.061 -0.436
H2 1.123 0.770 -1.742
H3 0.014 -1.728 -1.210
H4 0.858 -1.577 0.309
H5 -2.295 2.021 1.853
H6 -1.638 -0.289 -0.675
H7 -1.421 -1.111 0.715

***

The following is a quantum chemistry calculation of a cluster of 2 separate species, C10H16O in total in a non-equilibrium geometry, from OMol25.

maximum force = 0.04153 hartree/bohr
SMILES string = CCc1ccccc1.CCO
ΔE to the lowest compared entry with this formula, charge and spin = 178.4 kJ/mol
frontier orbital gap = 9.41 eV
highest occupied orbital energy = -0.3167 Ha
calculated total energy = -12675.8760 eV

Atoms and positions in Å:
C1 -2.979 1.882 -0.743
C2 -2.573 3.172 -0.046
O1 -1.903 1.358 -1.532
H1 -3.171 1.126 0.050
H2 -3.902 2.031 -1.310
H3 -3.226 4.026 -0.236
H4 -2.256 1.289 -2.420
H5 -1.671 3.498 -0.565
H6 -2.487 2.966 1.015
C3 0.739 -2.730 0.864
C4 1.304 -3.677 -0.197
C5 1.061 -1.264 0.644
C6 2.417 -0.917 0.665
C7 0.099 -0.329 0.301
C8 2.816 0.393 0.343
C9 0.525 0.969 0.025
C10 1.854 1.339 0.144
H7 -0.336 -2.964 0.888
H8 1.226 -2.929 1.854
H9 1.541 -4.648 0.213
H10 3.185 -1.514 1.153
H11 -0.946 -0.552 0.194
H12 3.880 0.566 0.320
H13 -0.319 1.604 -0.165
H14 2.184 2.380 0.128
H15 2.263 -3.280 -0.516
H16 0.674 -3.795 -1.071